Record 1
{"formula": "C21H57F3N7O5P4", "method": "ωB97M-V/def2-TZVPD", "total_energy_ha": -3258.72756, "mol_weight_g_mol": 668.62, "lumo_ev": 2.32, "orbital_gap_ev": 6.275, "total_charge": -1, "elements": ["C", "C", "N", "C", "C", "P", "C", "C", "O", "C", "F", "F", "F", "P", "O", "C", "C", "O", "H", "H", "H", "H", "H", "H", "H", "H", "H", "H", "H", "H", "H", "H", "H", "H", "H", "H", "H", "H", "H", "O", "P", "N", "C", "C", "N", "C", "C", "N", "C", "C", "H", "H", "H", "H", "H", "H", "H", "H", "H", "H", "H", "H", "H", "H", "H", "H", "H", "H", "O", "P", "N", "C", "C", "N", "C", "C", "N", "C", "C", "H", "H", "H", "H", "H", "H", "H", "H", "H", "H", "H", "H", "H", "H", "H", "H", "H", "H"], "positions_angstrom": [[6.82608, -1.08211, 1.41762], [6.71755, 0.38495, 1.79916], [5.54388, 1.04902, 1.18556], [5.54426, 2.44236, 1.66027], [4.23218, 3.21629, 1.47425], [2.60502, 2.22044, 1.75732], [0.92015, 1.28957, 2.00662], [0.22060, 0.91008, 0.72389], [0.30840, -0.49202, 0.46145], [-1.25575, 1.29993, 0.68518], [-2.05196, 0.37093, 1.23690], [-1.53107, 2.46683, 1.26060], [-1.64417, 1.40508, -0.62220], [1.41953, 4.05299, 0.87105], [0.78924, 4.83708, 1.99421], [5.64210, 0.95147, -0.22972], [6.54305, 1.87298, -1.01791], [5.03454, 0.08507, -0.79929], [7.65534, -1.50846, 1.98506], [7.00303, -1.25220, 0.36095], [5.93088, -1.59707, 1.75772], [6.60280, 0.44843, 2.87689], [7.61051, 0.94008, 1.47742], [5.77771, 2.43500, 2.72346], [6.34965, 3.02902, 1.19464], [4.24180, 4.00564, 2.23080], [4.26391, 3.72302, 0.50554], [2.40666, 2.87593, 3.04388], [3.30373, 1.15489, 2.45367], [2.78704, 1.60746, 0.43004], [0.30272, 1.88910, 2.67291], [1.14871, 0.36335, 2.53594], [0.73744, 1.41689, -0.09927], [-0.09645, -0.63303, -0.40237], [2.26130, 4.95002, 0.14717], [0.38320, 3.69575, -0.04535], [6.52277, 1.53335, -2.04897], [6.22750, 2.91148, -1.00246], [7.57211, 1.75648, -0.67659], [3.11138, -5.80889, -0.35178], [2.42719, -5.20185, -1.53620], [3.69812, -5.02998, -2.69105], [4.72415, -4.00099, -2.62961], [4.23166, -6.31422, -3.13734], [1.87609, -3.70240, -0.87142], [2.70704, -2.50258, -0.86001], [1.23920, -3.89233, 0.42800], [1.12236, -5.23200, -2.69981], [0.46886, -6.52437, -2.90766], [1.22727, -4.46461, -3.91027], [5.34760, -4.06499, -3.52465], [5.37220, -4.09310, -1.74774], [4.29947, -3.00356, -2.64256], [3.99246, -6.48978, -4.19412], [3.81946, -7.14947, -2.56455], [5.31505, -6.35983, -3.01899], [3.69682, -2.66292, -0.41472], [2.21461, -1.70758, -0.30010], [2.82424, -2.09695, -1.86567], [1.97065, -4.00530, 1.23664], [0.61041, -4.78774, 0.42411], [0.59723, -3.04034, 0.65086], [1.07444, -7.21930, -3.51083], [-0.49448, -6.39104, -3.40420], [0.27106, -7.00301, -1.94589], [1.86434, -4.93828, -4.66922], [1.60724, -3.46318, -3.71449], [0.22225, -4.35053, -4.32614], [-6.64534, 3.76864, -0.96349], [-6.91683, 3.18793, 0.38639], [-6.04966, 1.71024, 0.40071], [-6.45683, 0.51261, -0.30949], [-4.59221, 1.91043, 0.36303], [-8.65454, 2.99380, 0.27818], [-9.27139, 1.79989, -0.26855], [-9.28758, 4.18579, -0.26502], [-6.99377, 3.38387, 2.11363], [-6.14855, 4.43987, 2.68296], [-7.07892, 2.22627, 2.96269], [-5.77418, -0.30048, -0.05605], [-6.45595, 0.63671, -1.40174], [-7.44054, 0.17236, 0.00081], [-4.14713, 1.60131, 1.31011], [-4.32935, 2.95920, 0.20378], [-4.12313, 1.34652, -0.43982], [-8.89796, 1.52980, -1.26730], [-10.34983, 1.95310, -0.34486], [-9.14859, 0.94932, 0.40261], [-9.20477, 4.24353, -1.35751], [-8.83114, 5.08844, 0.14630], [-10.34442, 4.20041, 0.01159], [-5.08631, 4.16290, 2.71961], [-6.47487, 4.68550, 3.69526], [-6.23510, 5.35072, 2.08650], [-6.11608, 1.71963, 3.10006], [-7.79948, 1.50374, 2.58115], [-7.43990, 2.55299, 3.94185]], "forces_ev_per_angstrom": [[0.227, 0.057, 0.685], [-0.434, -0.313, -0.860], [0.814, 0.646, 0.360], [-0.453, 0.472, 0.150], [0.356, -0.175, 0.039], [0.771, -0.760, 0.611], [-0.078, -0.296, 0.021], [0.247, 0.027, 0.217], [-0.136, 0.115, 0.118], [0.494, -0.022, -0.487], [-0.052, -0.059, 0.179], [-0.091, 0.129, 0.043], [-0.225, -0.072, -0.030], [-0.473, 0.417, 0.964], [-0.117, 0.132, 0.183], [-0.633, -0.147, 0.015], [0.078, -0.192, -0.364], [-0.015, -0.489, -0.370], [0.145, -0.076, -0.111], [-0.121, -0.034, -0.108], [-0.166, -0.087, -0.298], [0.022, 0.212, 0.084], [0.297, -0.088, 0.349], [-0.027, -0.301, 0.101], [0.244, -0.133, 0.065], [-0.070, 0.156, -0.034], [-0.285, -0.131, -0.174], [-0.245, 0.266, -0.210], [0.127, 0.010, -0.192], [-0.281, 0.056, -0.066], [-0.119, 0.156, -0.106], [0.173, -0.029, 0.051], [-0.249, 0.264, -0.122], [0.114, -0.152, -0.065], [-0.127, -0.262, -0.560], [0.340, 0.158, -0.502], [-0.115, -0.034, -0.076], [0.091, 0.116, 0.238], [0.053, 0.331, 0.229], [-1.780, -2.387, -0.623], [2.022, 4.971, -0.336], [-0.266, 0.409, -0.059], [0.107, 0.104, 0.093], [-0.475, -0.183, -0.159], [0.199, 0.430, -0.647], [0.185, 0.135, -0.066], [-0.119, -0.295, 0.048], [-0.509, -3.174, 1.589], [0.153, -0.086, 0.040], [0.321, 0.377, -0.183], [0.001, -0.167, 0.007], [0.021, 0.015, -0.031], [0.024, -0.078, 0.058], [0.111, 0.001, -0.012], [0.029, 0.011, 0.031], [0.004, 0.045, 0.097], [-0.014, 0.118, -0.004], [-0.074, -0.191, 0.163], [0.074, -0.072, 0.014], [-0.019, -0.037, 0.001], [0.033, 0.010, -0.016], [0.073, 0.084, -0.062], [-0.119, 0.010, -0.066], [0.028, 0.077, -0.026], [0.043, 0.011, -0.015], [0.025, 0.026, 0.051], [0.059, -0.048, 0.089], [-0.038, -0.058, 0.083], [1.256, 2.140, 1.537], [-2.629, -4.320, -0.870], [-0.496, -0.119, 0.119], [-0.086, -0.046, -0.169], [-0.140, 0.412, 0.548], [-0.064, -0.765, 0.370], [0.056, -0.106, -0.042], [0.188, 0.207, -0.007], [1.572, 3.068, -0.943], [0.142, 0.003, -0.122], [-0.057, -0.531, -0.064], [0.136, 0.097, -0.019], [0.018, -0.049, 0.010], [0.070, 0.052, -0.034], [0.059, -0.072, -0.050], [-0.002, -0.009, -0.056], [-0.137, -0.006, -0.098], [-0.098, -0.036, 0.009], [0.005, 0.159, -0.034], [0.065, 0.012, -0.046], [0.020, 0.052, 0.013], [0.005, -0.020, -0.008], [-0.003, -0.097, 0.038], [-0.029, 0.022, 0.118], [-0.051, -0.081, -0.003], [0.013, -0.043, -0.020], [-0.025, -0.002, -0.059], [0.029, 0.042, -0.103], [0.001, 0.106, -0.040]]}



Record 2
{"formula": "C21H57N7O9", "method": "ωB97M-V/def2-TZVPD", "total_energy_ha": -1894.68325, "mol_weight_g_mol": 551.73, "lumo_ev": 0.48, "orbital_gap_ev": 8.752, "elements": ["C", "O", "C", "C", "N", "C", "C", "O", "C", "H", "H", "H", "H", "H", "H", "H", "H", "H", "H", "H", "H", "H", "H", "H", "C", "O", "C", "C", "N", "C", "C", "O", "C", "H", "H", "H", "H", "H", "H", "H", "H", "H", "H", "H", "H", "H", "H", "H", "C", "O", "C", "C", "N", "C", "C", "O", "C", "H", "H", "H", "H", "H", "H", "H", "H", "H", "H", "H", "H", "H", "H", "H", "C", "O", "N", "N", "H", "H", "H", "H", "C", "O", "N", "N", "H", "H", "H", "H", "C", "O", "H", "H", "H", "H"], "positions_angstrom": [[-3.70435, 1.71299, -4.06569], [-2.65505, 1.48554, -3.16872], [-2.48389, 0.10008, -2.83452], [-3.48875, -0.33354, -1.79204], [-3.21558, -1.67345, -1.31916], [-3.87262, -1.99319, -0.05519], [-5.33739, -1.63196, -0.04771], [-5.95547, -2.34885, 0.99113], [-7.26308, -1.91310, 1.24730], [-4.49156, 0.95799, -4.01884], [-3.32141, 1.71578, -5.10190], [-4.13604, 2.70017, -3.90510], [-1.46187, 0.02068, -2.46306], [-2.55549, -0.46506, -3.77343], [-4.49222, -0.20627, -2.20587], [-3.40646, 0.43587, -0.99911], [-2.21544, -1.74847, -1.18640], [-3.34517, -1.51579, 0.78625], [-3.80731, -3.07137, 0.11219], [-5.78259, -1.92232, -1.01570], [-5.50392, -0.55156, 0.04892], [-7.32699, -0.81738, 1.28611], [-7.59810, -2.31113, 2.20256], [-7.96396, -2.24350, 0.46632], [3.64668, 1.93819, -2.14180], [2.27478, 2.26051, -1.87924], [2.03725, 2.50112, -0.52144], [0.52960, 2.43301, -0.22614], [-0.15683, 3.69789, -0.29403], [0.08633, 4.42500, -1.53296], [-0.83121, 5.62527, -1.63060], [-2.17709, 5.28064, -1.92741], [-2.40092, 4.84649, -3.24050], [4.23788, 2.86368, -2.08703], [3.70921, 1.56277, -3.15560], [4.01054, 1.24254, -1.38272], [2.36570, 3.51201, -0.23346], [2.50337, 1.75642, 0.13384], [0.43689, 1.95103, 0.74863], [0.11468, 1.73079, -0.97757], [-1.15001, 3.60017, -0.13547], [-0.01487, 3.77884, -2.41582], [1.11027, 4.80961, -1.51011], [-0.41708, 6.38865, -2.30107], [-0.91318, 6.08646, -0.64247], [-3.43731, 4.50673, -3.28038], [-1.78453, 3.99374, -3.53685], [-2.28512, 5.68119, -3.94244], [-0.07254, 0.92166, 5.83210], [0.20673, 1.23605, 4.48826], [0.59791, 0.13174, 3.69664], [1.85374, -0.55446, 4.19996], [2.43404, -1.34410, 3.11842], [3.71859, -1.96624, 3.48196], [4.89949, -1.11815, 3.03032], [4.62352, -0.61920, 1.74008], [5.61214, 0.28415, 1.30007], [-0.94483, 0.27049, 5.93725], [-0.20216, 1.87468, 6.34025], [0.79037, 0.44415, 6.31649], [0.84644, 0.54693, 2.71458], [-0.25361, -0.54641, 3.56968], [1.63843, -1.23124, 5.03197], [2.53564, 0.22169, 4.58292], [2.66329, -0.68618, 2.37473], [3.82165, -2.93119, 2.96970], [3.73625, -2.13786, 4.55621], [5.83875, -1.68965, 3.00245], [5.08329, -0.31750, 3.76683], [6.59279, -0.20420, 1.32550], [5.65737, 1.18425, 1.92247], [5.35435, 0.58737, 0.28750], [3.50808, -1.95262, -3.65262], [4.24781, -0.98986, -3.76302], [2.58697, -2.29391, -4.60203], [3.53520, -2.75396, -2.53569], [2.49273, -1.73158, -5.42596], [1.91901, -3.02663, -4.45097], [2.94726, -3.55952, -2.44311], [4.23511, -2.50827, -1.86278], [0.68908, -1.73231, 0.13127], [-0.48226, -1.49787, -0.13314], [1.67487, -0.89022, -0.29251], [1.11030, -2.84606, 0.81740], [2.64029, -1.15488, -0.20403], [1.40740, -0.08536, -0.83167], [2.02418, -2.66273, 1.19553], [0.39321, -3.26930, 1.37806], [-1.54862, -4.71921, 1.54157], [-0.47445, -5.46198, 2.17100], [-1.87829, -4.01359, 2.29975], [-1.16470, -4.26274, 0.63290], [-2.36087, -5.39731, 1.28367], [-0.64420, -6.40176, 2.08439]], "forces_ev_per_angstrom": [[0.047, 0.094, -0.979], [0.040, -0.215, 0.609], [0.172, 0.589, -0.797], [0.301, 0.783, 0.358], [-0.517, -0.081, -0.389], [0.578, -0.058, 0.092], [-0.199, -0.190, -0.700], [0.032, 0.148, 0.466], [-0.407, 0.191, -0.234], [-0.060, 0.024, 0.163], [-0.072, -0.102, 0.137], [-0.040, -0.130, 0.230], [-0.028, -0.126, 0.126], [-0.019, -0.289, 0.223], [-0.094, -0.374, 0.058], [-0.010, -0.167, 0.079], [0.070, -0.104, 0.155], [-0.217, 0.085, 0.031], [0.001, 0.007, -0.043], [0.055, -0.006, 0.064], [0.049, -0.022, 0.229], [0.096, -0.045, 0.082], [0.119, -0.105, 0.014], [0.094, -0.039, 0.026], [-0.592, 1.110, 0.142], [0.526, -0.725, -0.253], [-0.998, 0.779, 0.617], [0.139, -0.820, -0.736], [0.319, 0.540, 0.274], [-0.004, 0.103, 0.164], [-0.317, 0.035, 0.518], [0.241, 0.006, 0.209], [-0.400, 0.002, -0.245], [0.118, -0.153, 0.098], [0.037, -0.370, 0.071], [0.096, -0.245, -0.261], [0.344, -0.205, 0.090], [0.393, -0.009, -0.217], [-0.385, 0.293, 0.108], [0.066, -0.089, 0.181], [-0.047, -0.160, -0.061], [0.092, 0.063, -0.044], [0.010, -0.128, -0.146], [-0.217, -0.160, -0.309], [0.237, 0.007, -0.027], [0.076, 0.164, 0.012], [0.121, 0.110, 0.023], [0.132, -0.094, -0.106], [0.590, 0.081, 0.077], [0.116, 0.088, -0.111], [-0.076, 0.366, -0.122], [0.034, -0.339, 0.271], [0.495, 0.271, 0.212], [-0.188, -0.146, -0.710], [0.405, 0.107, 0.747], [-0.117, 0.106, 0.050], [0.150, 0.026, -0.043], [-0.103, 0.069, 0.009], [-0.362, -0.058, 0.033], [-0.142, -0.090, -0.035], [-0.227, 0.027, 0.001], [0.164, -0.229, 0.019], [-0.016, 0.021, -0.031], [-0.028, 0.028, -0.020], [-0.271, -0.159, -0.107], [-0.234, -0.045, 0.171], [0.198, -0.102, 0.026], [-0.169, -0.174, 0.031], [-0.179, 0.253, -0.375], [0.030, 0.118, -0.171], [-0.078, -0.065, 0.107], [0.115, -0.094, -0.023], [-0.075, 0.207, 0.187], [0.053, -0.031, -0.068], [-0.066, -0.326, 0.085], [-0.084, 0.297, -0.581], [0.112, 0.145, 0.082], [-0.014, 0.023, -0.015], [0.103, -0.063, 0.243], [-0.008, -0.252, 0.137], [-0.331, 0.049, -0.441], [-0.326, -0.085, 0.159], [0.179, -0.219, 0.416], [0.288, 0.877, -1.130], [0.037, 0.239, -0.133], [0.082, -0.065, -0.178], [-0.193, -0.651, 0.823], [0.337, -0.128, 0.356], [0.555, -1.011, 0.578], [-0.141, 0.176, -0.162], [-0.213, 0.338, -0.359], [-0.234, 0.296, -0.019], [-0.167, 0.177, -0.026], [0.016, 0.028, -0.061]]}